# 1
# C10H16

2 unconnected molecules or ions with the total composition C10H16 in a non-equilibrium geometry (the ωB97M-V functional and the def2-TZVPD basis, the OMol25 dataset).

```
26
Properties=species:S:1:pos:R:3:forces:R:3:lowdin_charge:R:1
C 2.5316 0.1413 0.3941 -1.058 0.621 -1.290 -0.060
C 0.7485 -0.0354 2.2504 0.069 -0.562 -0.646 -0.058
C 1.4869 -0.6005 1.1997 1.306 -0.123 -0.568 -0.286
C -0.0941 -0.8563 2.9685 -0.129 1.105 -0.590 -0.095
C -0.2783 -2.1860 2.5988 -1.863 -0.255 0.917 -0.115
C 1.2267 -1.8895 0.7636 -0.896 -0.639 2.050 -0.051
C 0.2283 -2.6686 1.4379 2.083 0.866 -2.152 -0.082
H 0.7379 1.0266 2.4571 0.378 0.027 -0.014 0.108
H -0.7766 -0.2911 3.5975 0.142 -0.799 0.708 0.105
H 3.4475 -0.3573 0.1050 0.386 -0.487 0.905 0.072
H 2.7337 1.1520 0.7402 0.088 -0.037 0.101 0.074
H -0.9797 -2.7791 3.1830 -0.034 0.064 -0.210 0.102
H 1.9047 -2.4148 0.1033 -0.305 0.348 -0.641 0.110
H -0.0766 -3.5124 0.8293 -0.136 -0.644 1.038 0.102
H 2.0968 0.2123 -0.6233 -0.042 0.535 0.360 0.069
C -1.1263 1.0321 -1.5336 0.170 -0.037 0.101 -0.314
C -1.5545 0.4123 -2.8762 0.297 0.958 -0.104 -0.116
C -1.3509 2.5441 -1.4181 0.006 -0.162 -1.442 -0.126
H -0.0483 0.9100 -1.3896 -0.226 -0.547 0.326 0.077
H -1.7128 0.5380 -0.7541 0.522 -0.113 0.171 0.096
H -0.9214 -0.3815 -3.2574 0.170 -0.306 0.370 0.059
H -2.5650 0.0311 -2.7753 -0.202 0.078 -0.361 0.065
H -0.5165 3.0559 -1.9079 0.087 0.089 0.303 0.070
H -1.4865 1.1914 -3.6488 -0.396 -0.177 0.023 0.069
H -1.4565 2.8896 -0.4005 -0.062 0.111 0.196 0.061
H -2.1985 2.8357 -2.0436 -0.354 0.084 0.447 0.066
```
Positions in Å, forces in eV/Å.

Values from the calculation:
**HOMO energy**: -8.941 eV
**ΔE to the lowest compared entry with this formula, charge and spin**: 117.4 kJ/mol
**Frontier orbital gap**: 9.84 eV
**Net charge**: 0
**LUMO energy**: 0.90 eV
**Spin multiplicity**: 1
**Electronic energy**: -10628.5270 eV
**Structure (SMILES)**: Cc1ccccc1.CCC

***

# 2
# C10H16

2 unconnected molecules or ions with the total composition C10H16 in a non-equilibrium geometry (the ωB97M-V functional and the def2-TZVPD basis, the OMol25 dataset).

```
26
Properties=species:S:1:pos:R:3:forces:R:3:lowdin_charge:R:1
C -0.3655 2.6527 0.6520 1.044 0.956 -0.552 -0.214
C -1.4730 3.7276 0.5918 -0.920 -1.439 -0.780 -0.087
C -0.7069 1.2765 0.1572 0.173 -0.115 0.315 -0.252
C -0.9745 1.0559 -1.1835 -0.189 -0.490 0.097 -0.047
C -0.7688 0.2000 1.0475 0.220 0.645 0.238 -0.048
C -1.3433 -0.2253 -1.6141 -0.782 1.176 -0.008 -0.090
C -1.0862 -1.0722 0.6274 0.428 0.013 -0.849 -0.086
C -1.3310 -1.2833 -0.7362 -1.003 -0.351 0.863 -0.114
H 0.4047 3.0235 -0.0272 0.113 -0.061 -0.225 0.103
H 0.2035 2.6687 1.5854 -0.551 -0.350 0.280 0.107
H -1.8846 4.0109 1.5555 0.369 0.500 0.039 0.067
H -0.9766 1.8725 -1.8976 -0.052 0.047 0.101 0.115
H -0.5489 0.4606 2.0765 -0.129 -0.400 0.154 0.109
H -1.9408 -0.2275 -2.5230 0.771 -0.648 -0.382 0.106
H -1.1641 -1.9124 1.2968 0.061 -0.011 0.269 0.101
H -1.7615 -2.2434 -0.9941 0.258 -0.038 -0.359 0.102
H -2.3298 3.2839 0.0652 0.007 -0.101 0.167 0.070
H -1.2006 4.5115 -0.1052 0.197 0.652 0.635 0.065
C 2.8659 -2.3694 0.4039 1.209 -0.696 0.255 -0.173
C 1.9784 -3.0792 -0.6140 -0.983 0.685 0.687 -0.167
H 3.9411 -2.2708 0.1959 -0.338 0.360 -0.987 0.059
H 2.4738 -1.3819 0.6317 -0.001 -0.112 0.445 0.056
H 3.0111 -3.0236 1.2721 -0.783 0.411 0.383 0.059
H 1.3478 -2.3685 -1.1408 0.561 0.343 -0.742 0.039
H 1.1592 -3.5191 -0.0314 0.411 -0.835 -0.134 0.059
H 2.4705 -3.7678 -1.2918 -0.094 -0.140 0.091 0.062
```
Positions in Å, forces in eV/Å.

Values from the calculation:
**HOMO energy**: -9.087 eV
**ΔE to the lowest compared entry with this formula, charge and spin**: 108.3 kJ/mol
**Frontier orbital gap**: 10.06 eV
**Net charge**: 0
**LUMO energy**: 0.97 eV
**Spin multiplicity**: 1
**Electronic energy**: -10628.6209 eV
**Structure (SMILES)**: CCc1ccccc1.CC

***

# 3
# C10H16

2 unconnected molecules or ions with the total composition C10H16 in a non-equilibrium geometry (the ωB97M-V functional and the def2-TZVPD basis, the OMol25 dataset).

```
26
Properties=species:S:1:pos:R:3:forces:R:3:lowdin_charge:R:1
C -1.0692 0.9050 -0.9250 -0.106 0.883 -0.146 -0.225
C -1.6398 1.0573 -2.3444 -0.067 0.050 -0.103 -0.093
C 0.1226 0.0031 -0.8154 -0.400 -0.972 -0.020 -0.252
C 1.3257 0.3209 -1.4138 0.679 -0.174 -0.044 -0.054
C 0.0175 -1.2585 -0.2122 -0.299 0.380 -0.073 -0.047
C 2.4149 -0.5593 -1.3951 -0.469 0.654 0.048 -0.081
C 1.0863 -2.1340 -0.1936 -0.103 -0.348 0.053 -0.094
C 2.2945 -1.7918 -0.7783 0.084 0.123 -0.030 -0.100
H -0.7729 1.9142 -0.6128 0.079 -0.096 0.078 0.113
H -1.8677 0.6262 -0.2399 0.061 -0.251 0.064 0.090
H -0.8392 1.1303 -3.0813 0.041 -0.033 0.012 0.066
H 1.4546 1.2688 -1.9155 -0.081 0.186 -0.034 0.111
H -0.9375 -1.5464 0.2210 0.139 -0.007 0.020 0.110
H 3.3243 -0.1990 -1.8581 0.153 -0.341 0.021 0.099
H 0.9762 -3.1207 0.2464 -0.031 0.141 0.062 0.103
H 3.1135 -2.4918 -0.7351 0.176 -0.016 -0.094 0.098
H -2.2165 1.9866 -2.4164 -0.022 -0.214 0.031 0.070
H -2.2915 0.2297 -2.6437 0.159 0.038 0.131 0.074
C -1.5401 0.8216 2.6979 -0.313 -0.036 -0.081 -0.182
C -1.6222 1.5619 4.0286 0.204 -0.256 0.036 -0.169
H -1.5832 -0.2536 2.8512 0.033 -0.167 0.040 0.061
H -2.4226 1.0833 2.1103 0.095 -0.008 -0.167 0.059
H -0.6558 1.0211 2.0868 -0.014 0.162 0.254 0.059
H -2.5910 1.3615 4.4871 0.004 0.049 0.070 0.061
H -1.5376 2.6354 3.8885 0.052 0.141 0.040 0.059
H -0.8549 1.2366 4.7399 -0.052 0.111 -0.167 0.064
```
Positions in Å, forces in eV/Å.

Values from the calculation:
**HOMO energy**: -9.065 eV
**ΔE to the lowest compared entry with this formula, charge and spin**: 19.7 kJ/mol
**Frontier orbital gap**: 10.03 eV
**Net charge**: 0
**LUMO energy**: 0.96 eV
**Spin multiplicity**: 1
**Electronic energy**: -10629.5394 eV
**Structure (SMILES)**: CCc1ccccc1.CC

***

# 4
# C10H16

2 unconnected molecules or ions with the total composition C10H16 (the ωB97M-V functional and the def2-TZVPD basis, the OMol25 dataset).

```
26
Properties=species:S:1:pos:R:3:forces:R:3:lowdin_charge:R:1
C 0.3848 0.1611 2.5766 0.436 -0.834 -0.178 -0.058
C -1.9959 -0.3393 -0.3569 -0.315 -0.122 -0.104 -0.091
C -0.9529 -0.5632 0.5365 -0.012 0.088 -0.295 -0.058
C -2.9063 0.6773 -0.1429 -0.079 0.618 0.322 -0.100
C -0.7333 0.3156 1.5845 -0.517 0.044 0.516 -0.282
C -2.7500 1.5228 0.9568 0.096 -0.569 -0.090 -0.089
C -1.6788 1.3251 1.8086 0.390 0.370 0.034 -0.060
H -2.1193 -0.9799 -1.2185 0.002 -0.173 0.018 0.100
H -0.3480 -1.4507 0.3968 0.273 0.172 0.023 0.095
H -3.7636 0.8663 -0.7776 0.161 -0.278 -0.246 0.099
H -3.4960 2.2807 1.1403 0.056 0.173 0.114 0.098
H 0.9885 -0.7341 2.3705 -0.158 0.194 -0.107 0.076
H -0.0034 0.0160 3.5815 -0.071 0.207 0.151 0.078
H -1.5232 1.9751 2.6705 -0.139 -0.068 -0.177 0.113
H 1.0775 1.0007 2.5760 -0.118 0.178 0.013 0.079
C 3.2931 -0.8429 -1.7081 -0.555 0.279 0.122 -0.313
C 2.2838 -1.9927 -1.7063 0.058 -0.683 0.408 -0.126
C 2.8034 0.3497 -2.5353 -0.082 -0.289 0.219 -0.124
H 3.3754 -0.5269 -0.6712 0.255 0.099 0.168 0.090
H 4.2879 -1.1778 -2.0089 -0.104 0.054 -0.170 0.096
H 1.6691 -2.1192 -2.5981 0.296 0.212 -0.280 0.070
H 1.7488 0.5256 -2.3282 -0.193 -0.121 -0.065 0.064
H 3.2860 1.2864 -2.2622 0.370 -0.055 -0.258 0.063
H 2.9105 0.1225 -3.5976 0.009 0.296 -0.005 0.071
H 2.7958 -2.9435 -1.5221 -0.105 0.036 -0.087 0.067
H 1.5695 -1.8885 -0.8848 0.047 0.171 -0.046 0.044
```
Positions in Å, forces in eV/Å.

Values from the calculation:
**HOMO energy**: -9.065 eV
**ΔE to the lowest compared entry with this formula, charge and spin**: 32.3 kJ/mol
**Frontier orbital gap**: 10.05 eV
**Net charge**: 0
**LUMO energy**: 0.99 eV
**Spin multiplicity**: 1
**Electronic energy**: -10629.4085 eV
**Structure (SMILES)**: Cc1ccccc1.CCC

***

# 5
# C10H16

2 unconnected molecules or ions with the total composition C10H16 in a non-equilibrium geometry (the ωB97M-V functional and the def2-TZVPD basis, the OMol25 dataset).

```
26
Properties=species:S:1:pos:R:3:forces:R:3:lowdin_charge:R:1
C -1.7926 -2.5125 -0.6040 -1.182 0.660 0.183 -0.190
C -0.5438 -3.4192 -0.5404 -2.035 -0.466 -0.075 -0.151
H -2.6852 -2.9945 -1.0195 0.498 -0.735 -0.465 0.055
H -2.2471 -2.3246 0.3972 0.982 0.580 -0.408 0.074
H -1.7632 -1.5930 -1.2379 0.488 -0.494 0.890 0.047
H 0.3309 -3.0255 -0.0402 0.087 0.334 -0.150 0.050
H -0.3560 -3.8027 -1.5429 0.506 0.093 0.086 0.060
H -0.9220 -4.2696 0.0467 0.591 -0.042 -0.089 0.064
C 2.1333 0.6240 0.1215 0.470 0.692 2.232 -0.226
C 2.6557 1.0703 -1.2184 0.661 -0.232 -0.691 -0.109
C 0.7452 1.1738 0.4062 0.352 -0.514 0.493 -0.255
C -0.3528 0.7290 -0.2879 -0.560 0.416 -0.148 -0.064
C 0.5334 2.0802 1.4536 0.064 -0.803 -0.023 -0.050
C -1.6351 1.2365 -0.0336 0.530 -0.650 -0.049 -0.079
C -0.7549 2.3786 1.8522 0.058 0.417 0.760 -0.102
C -1.8706 1.9874 1.1133 0.389 0.401 -0.243 -0.087
H 2.2486 -0.4484 0.3480 -0.474 0.155 -0.548 0.113
H 2.7213 1.0578 0.9702 0.057 -0.104 -0.843 0.107
H 3.7450 1.1791 -1.2762 -0.075 0.290 0.517 0.067
H -0.2298 -0.0379 -1.0404 0.027 0.151 -0.234 0.100
H 1.3755 2.4128 2.0509 -0.028 0.043 -0.048 0.107
H -2.3481 0.9210 -0.7784 -0.752 0.127 0.397 0.096
H -0.8600 2.8961 2.8165 -0.203 0.012 -0.619 0.107
H -2.8365 2.3527 1.4544 -0.010 -0.328 -0.375 0.101
H 2.1817 2.0461 -1.4307 0.325 -0.638 -0.532 0.090
H 2.5272 0.2825 -1.9802 -0.767 0.634 -0.018 0.076
```
Positions in Å, forces in eV/Å.

Values from the calculation:
**HOMO energy**: -9.089 eV
**ΔE to the lowest compared entry with this formula, charge and spin**: 96.9 kJ/mol
**Frontier orbital gap**: 10.09 eV
**Net charge**: 0
**LUMO energy**: 1.00 eV
**Spin multiplicity**: 1
**Electronic energy**: -10628.7395 eV
**Structure (SMILES)**: CCc1ccccc1.CC

***

# 6
# C10H16

2 unconnected molecules or ions with the total composition C10H16 in a non-equilibrium geometry (the ωB97M-V functional and the def2-TZVPD basis, the OMol25 dataset).

```
26
Properties=species:S:1:pos:R:3:forces:R:3:lowdin_charge:R:1
C -2.8442 0.7999 0.9066 0.167 -0.500 0.430 -0.053
C -0.4005 0.6043 1.5809 1.019 -0.015 -0.165 -0.066
C -1.4413 1.3173 1.0384 -0.154 0.821 -0.341 -0.285
C 0.9113 1.1261 1.5907 -0.940 -0.717 -0.047 -0.092
C 1.1782 2.3646 1.0665 0.045 0.387 -0.140 -0.100
C -1.1531 2.5973 0.5331 -0.235 -0.349 -0.169 -0.058
C 0.1260 3.1064 0.5250 0.076 -0.010 0.086 -0.089
H -0.5169 -0.4162 1.9111 -0.290 -0.103 0.207 0.105
H 1.6766 0.4616 1.9494 0.398 0.107 0.194 0.098
H -3.5704 1.5185 1.2660 -0.149 0.262 -0.118 0.077
H -2.9795 -0.0902 1.5100 0.012 -0.243 0.163 0.071
H 2.1866 2.7608 1.0479 -0.030 -0.050 0.012 0.100
H -1.9643 3.1485 0.0709 0.041 0.128 0.058 0.110
H 0.3083 4.0700 0.0711 0.066 0.088 0.048 0.100
H -3.0833 0.5083 -0.1120 -0.020 0.180 -0.219 0.081
C 1.0529 -2.0632 -0.7456 -0.585 -0.087 -0.305 -0.311
C 0.2370 -3.1655 -1.4429 -0.176 -0.348 -0.109 -0.116
C 1.9349 -1.2845 -1.7074 -0.301 0.412 -0.060 -0.125
H 0.3347 -1.3717 -0.3242 -0.082 0.312 0.216 0.068
H 1.6130 -2.4415 0.1041 0.238 -0.188 -0.002 0.097
H 0.3410 -4.1630 -1.0174 0.267 0.016 0.144 0.061
H 1.3412 -0.8834 -2.5332 -0.097 -0.235 -0.074 0.073
H 2.3255 -0.3891 -1.2273 0.403 -0.098 0.145 0.059
H 0.4921 -3.2509 -2.4967 0.183 -0.003 -0.120 0.062
H -0.8371 -2.9780 -1.4265 -0.013 0.238 0.087 0.062
H 2.7314 -1.8866 -2.1385 0.155 -0.005 0.079 0.070
```
Positions in Å, forces in eV/Å.

Values from the calculation:
**HOMO energy**: -9.138 eV
**ΔE to the lowest compared entry with this formula, charge and spin**: 32.2 kJ/mol
**Frontier orbital gap**: 10.11 eV
**Net charge**: 0
**LUMO energy**: 0.97 eV
**Spin multiplicity**: 1
**Electronic energy**: -10629.4100 eV
**Structure (SMILES)**: Cc1ccccc1.CCC